Entry 1:
Formula: C32H47HfN4O2SeSi
Source: the OMol25 dataset
Level of theory: wB97M-V/def2-TZVPD

Cartesian coordinates (Å):
1 C -1.4624 -3.2888 -0.6422
2 C -0.7323 2.6853 -2.9734
3 H 1.5253 6.9951 2.0110
4 C -2.0547 -0.4848 -4.7455
5 N 0.0678 3.3510 -0.9035
6 C 5.1517 -2.2777 -0.1980
7 C -2.9669 -1.0506 3.7034
8 H 5.5153 -3.6088 1.4676
9 C -3.9511 0.8735 -0.4081
10 H 2.9404 3.5220 4.0739
11 C -1.2590 1.7464 -3.9283
12 H -2.3932 1.6572 3.6365
13 C 2.2935 5.3464 3.1502
14 H -4.0125 -1.1294 3.4108
15 C 5.6933 -1.5696 -1.2603
16 H -0.6528 0.2915 4.1727
17 H -3.9451 1.5917 0.4097
18 H -4.3508 -2.5081 -0.9054
19 O 0.5302 1.5432 0.4330
20 H 5.4737 0.7646 -2.8143
21 H -2.5834 -2.0618 3.8490
22 C -0.6723 -0.2474 3.2189
23 H -2.3305 -3.2648 -1.2965
24 C -5.1530 -0.7875 1.0130
25 H -0.7287 -3.0415 2.7058
26 H 1.9207 2.0820 2.3371
27 Si -2.2203 -0.9789 0.8824
28 C -4.1927 -1.4624 -1.1645
29 C 1.6138 5.9193 2.0812
30 H -0.2753 -1.2409 3.4067
31 C -1.7915 -2.8709 0.8002
32 H 7.4716 -1.0524 -2.3774
33 H -0.2260 -4.1938 1.4764
34 H -0.6503 4.1935 -4.4869
35 H -3.3638 -1.4106 -1.8748
36 H 2.7305 5.9781 3.9123
37 H -5.1314 -0.1105 1.8659
38 C 7.8364 -2.3827 -0.7201
39 C -1.4550 0.4148 -3.7221
40 H -2.2012 0.0225 -5.6950
41 H -5.0962 -1.1178 -1.6800
42 O -1.1474 -0.1707 -2.5813
43 C 2.4091 3.9676 3.2436
44 H -3.0188 -0.8454 -4.3797
45 H 0.5993 4.3261 -3.2220
46 C 1.8399 3.1583 2.2718
47 H -3.6635 1.2779 2.4825
48 C 7.2885 -3.0964 0.3545
49 H -2.6175 -4.8074 1.3169
50 C -0.5408 -3.1569 1.6401
51 C 3.4931 -1.2054 -1.2612
52 H -4.8420 1.0754 -1.0132
53 C 7.0496 -1.6042 -1.5491
54 H 3.8222 0.3552 -3.3280
55 Hf -0.5452 0.3933 -0.7713
56 H 0.5107 5.5501 0.2748
57 H 0.0104 0.2716 2.5408
58 H -5.1979 -1.8087 1.3953
59 H -0.6854 -2.6643 -1.0991
60 H -2.0683 1.7885 1.9115
61 N -0.5001 2.3473 -1.7274
62 C 4.7923 -0.0486 -3.0577
63 C 5.9356 -3.0583 0.6375
64 H -3.0941 1.1104 -1.0640
65 C -0.4416 4.0783 -3.4275
66 C 1.1590 3.7309 1.2017
67 C -2.5934 1.1914 2.6659
68 H -3.8254 -3.6823 0.7045
69 H 7.9402 -3.6937 0.9767
70 H -1.4161 -1.3583 -4.8839
71 N 4.6352 -0.9107 -1.8965
72 C -2.1176 -0.2689 2.6910
73 H 3.0828 -2.3855 0.3905
74 H -6.0868 -0.5978 0.4714
75 H -1.0810 -4.3164 -0.6444
76 H 5.1921 -0.6258 -3.8896
77 H -1.5043 2.1372 -4.9041
78 H -1.0409 4.7831 -2.8501
79 C -3.9565 -0.5877 0.0749
80 Se 1.8062 -0.6802 -1.7817
81 C 0.5548 2.8582 0.1819
82 C 1.0465 5.1170 1.1081
83 C -2.9309 -3.7571 1.3222
84 H -2.9337 -0.5488 4.6771
85 N 3.7835 -2.0201 -0.2330
86 H 0.2993 -2.5056 1.3700
87 H 8.8995 -2.4450 -0.9061
88 H -3.2128 -3.5039 2.3441

Properties
- Largest force on an atom: 0.0373 hartree/bohr
- LUMO energy: -3.1 eV
- Charge: +1
- ΔE to the lowest compared entry with this formula, charge and spin: 0.962 eV
- Orbital gap: 0.2633 Eh

These are the Mulliken partial charges, in e, on atoms 1 to 4: C -1.605; C 1.262; H 0.405; C -1.501


Entry 2:
Formula: C2HFO
Source: the OMol25 dataset
Level of theory: wB97M-V/def2-TZVPD

Cartesian coordinates (Å):
1 F 1.0842 -1.3048 0.5555
2 C 1.6182 2.5216 1.1724
3 O 1.2992 1.4884 0.8857
4 H -0.2514 -0.4194 -0.1633
5 C 0.7724 -0.3528 -0.2900

Properties
- Largest force on an atom: 0.0690 hartree/bohr
- LUMO energy (alpha / beta): 1.2 / -1.0 eV
- <S²>: 2.004
- Charge: 0
- ΔE to the lowest compared entry with this formula, charge and spin: 1.177 eV
- 2S+1: 3
- Orbital gap (alpha / beta): 0.3384 / 0.4508 Eh

These are the natural (NBO) partial charges, in e, on atoms 1 to 4: F -0.346; C 0.522; O -0.516; H 0.109


Entry 3:
Formula: C20H18BrN5O4S
Source: the OMol25 dataset
Level of theory: wB97M-V/def2-TZVPD

Cartesian coordinates (Å):
1 H 1.8037 0.6534 -4.7191
2 N -0.6746 1.9872 1.0574
3 C -2.2104 0.2266 -1.9057
4 N 1.5978 -0.7811 3.0319
5 O -3.9281 3.2857 0.0412
6 H -4.5114 2.8544 -0.6269
7 H -4.2569 2.2346 -3.0689
8 H 3.9236 -6.9463 -0.8202
9 H 3.8309 0.1029 4.5150
10 H -0.0898 1.0876 -1.1503
11 C 0.0131 0.8079 1.6015
12 H 3.7003 -4.5051 0.0656
13 N 0.1188 -0.5025 1.2284
14 C 3.0366 0.3685 5.2221
15 Br 0.9496 -8.6714 -1.4614
16 O -4.2154 2.5046 -2.1290
17 C -2.6020 3.0218 -0.3164
18 H -2.5880 3.7341 -2.3755
19 C 1.1613 -2.5627 1.5372
20 O -0.0401 1.0540 -3.6429
21 H 1.5981 1.9627 4.5736
22 C -1.2010 1.2396 -1.0681
23 H -3.1237 -0.0625 -1.3216
24 H -2.0086 3.9092 0.0258
25 N 1.9009 0.9792 4.5589
26 H -1.8259 -0.4970 -2.5250
27 H -2.5250 1.0951 0.4927
28 C -1.9638 1.7385 -2.3141
29 H 2.7189 -0.4956 5.7445
30 C 1.3869 -3.6535 1.1209
31 C 0.9163 -1.1971 1.9749
32 C 2.8755 -5.1481 0.1083
33 C 1.3497 0.4267 3.4732
34 C -1.1239 1.8136 -3.6430
35 H 3.3094 1.0516 5.9666
36 C 1.7697 -7.0625 -0.5630
37 H 0.9803 2.0013 -5.2915
38 N 0.4557 2.7406 2.8930
39 C 0.8039 1.0342 -4.8940
40 C 1.6364 -4.9496 0.5386
41 C -1.8197 1.8101 0.1489
42 H -0.8919 4.0240 1.8114
43 C 0.6112 1.3383 2.6931
44 H 0.4700 0.4467 -5.7421
45 O -1.6055 2.2134 -4.6097
46 S 0.5207 -6.2097 0.1715
47 C 3.0012 -6.4281 -0.4866
48 C -0.3888 3.1081 1.8870
49 C -2.8464 2.8165 -1.8084

Properties
- Largest force on an atom: 0.1131 hartree/bohr
- LUMO energy: 0.3 eV
- Charge: 0
- ΔE to the lowest compared entry with this formula, charge and spin: 1.244 eV
- Orbital gap: 0.3159 Eh

These are the natural (NBO) partial charges, in e, on atoms 1 to 4: H 0.202; N -0.364; C -0.377; N -0.520


Entry 4:
Formula: C3H7NO
Source: the OMol25 dataset
Level of theory: wB97M-V/def2-TZVPD

Cartesian coordinates (Å):
1 H 2.3797 0.7381 -0.7011
2 C -1.7928 0.2242 1.4082
3 O -1.2720 0.6743 2.4674
4 H 2.6617 -0.8271 0.3335
5 C 2.0191 -0.1640 -0.2197
6 H -1.9588 0.8555 0.5150
7 H 0.4480 0.8375 -1.8605
8 H -2.5891 -0.6237 1.3667
9 H 0.2545 -1.3373 0.0446
10 N -0.1267 0.3147 -1.1975
11 C 0.7251 -0.4598 -0.3717
12 H -0.7487 -0.2325 -1.7848

Properties
- Largest force on an atom: 0.0400 hartree/bohr
- LUMO energy (alpha / beta): 4.2 / 4.1 eV
- <S²>: 0.753
- Charge: -1
- ΔE to the lowest compared entry with this formula, charge and spin: 1.613 eV
- 2S+1: 2
- Orbital gap (alpha / beta): 0.1291 / 0.2432 Eh

These are the natural (NBO) partial charges, in e, on atoms 1 to 4: H 0.172; C -0.191; O -0.778; H 0.194


Entry 5:
Formula: C25H45NO19P2S2
Source: the OMol25 dataset
Level of theory: wB97M-V/def2-TZVPD

Cartesian coordinates (Å):
1 C 4.5289 -6.1854 2.3281
2 O 2.6418 -2.4213 -1.9248
3 O -5.8672 0.0040 -0.7313
4 C 0.4065 -0.3450 -2.1597
5 H 5.9161 -3.7807 3.7827
6 O 1.2557 4.2715 -3.0421
7 O 1.6836 3.6678 2.3468
8 O 1.0106 4.6356 -0.1109
9 H -1.1465 1.2475 -2.8335
10 C 2.5166 -0.0073 -1.0200
11 C -1.6105 -4.3148 1.9835
12 C -7.3417 2.7449 -2.0441
13 H 4.4266 -3.1223 -0.8436
14 O 5.6527 -5.4558 2.5812
15 C 3.2154 -1.1063 -1.9667
16 H -9.3163 4.2147 -0.7949
17 N 0.1987 2.2222 0.7169
18 O -3.6289 -3.0691 2.4627
19 H -8.2001 2.3418 -2.5908
20 H -9.1287 3.5010 0.8178
21 C -7.5956 2.9177 -0.5744
22 H 5.6515 0.5548 -0.8337
23 H -0.9591 -1.3411 1.9855
24 O -6.2970 1.7810 -2.0684
25 O 2.9183 0.7655 1.8307
26 P 1.4691 3.1763 0.6982
27 H 3.7375 3.3658 -0.2377
28 H -4.5384 0.6467 0.5635
29 C 2.9050 -3.3612 3.6375
30 H -0.5640 -4.2192 1.6838
31 C -3.6223 1.3300 0.3924
32 S 5.3921 1.0886 -3.5213
33 H -1.6556 -4.6845 3.0111
34 H -2.9289 1.8124 -1.6880
35 H -2.8648 1.3151 1.2430
36 C 3.0486 1.5322 -1.2790
37 C 2.5093 2.1891 -2.6290
38 C -3.8930 -1.8345 2.9701
39 H -0.4224 4.1081 -4.5318
40 O 1.0991 -0.1174 -0.9199
41 H 0.3626 2.6736 -1.8287
42 C -9.0214 3.3123 -0.2541
43 H 3.2735 2.9758 -3.0001
44 S 3.0996 -0.4848 0.7306
45 H -2.0814 -5.0778 1.3569
46 H -9.7167 2.5056 -0.4993
47 H 3.9957 -4.8894 4.6967
48 C 0.5662 4.5934 -4.2327
49 H 1.4689 2.9126 2.9377
50 H 2.5469 1.3604 -3.4346
51 H -7.0221 3.6742 -2.5227
52 O -2.7962 -1.0272 2.9060
53 O -1.5990 0.4048 -0.8692
54 H 3.3272 -2.4677 4.1041
55 C 3.8810 -4.5168 3.6728
56 C -1.6957 -1.8730 2.5941
57 H 3.4135 -4.3585 -1.7433
58 H -2.4864 -2.7489 0.7887
59 H 0.9487 -0.0396 -3.1145
60 H 2.7337 -3.6583 -0.1957
61 H 2.6144 -3.1242 2.6128
62 C 5.2099 -4.1903 3.0558
63 O 1.0037 5.4856 -5.0090
64 O 4.5158 -7.2112 1.7116
65 H 0.5327 2.4075 -3.6214
66 C 3.3571 -3.3782 -1.1291
67 C -2.9658 0.8923 -1.0042
68 H -3.5564 0.0757 -1.5529
69 H -6.8932 3.6299 -0.1280
70 C 3.8187 1.8074 1.3255
71 C 1.0775 2.8421 -2.6941
72 H 4.3397 -1.2276 -1.8298
73 H -1.2219 -2.1868 3.5301
74 H -1.7655 -0.4841 -2.7499
75 O 2.1203 -1.5634 1.1678
76 H 3.0717 -0.7244 -3.0500
77 O 3.4245 -5.5903 2.8549
78 O -4.9491 -1.5018 3.4253
79 O 4.4770 -1.0852 0.7426
80 O -7.3025 1.6208 -0.0640
81 C -6.4332 1.0397 -0.9323
82 H 1.9859 -3.6271 4.1686
83 H -4.0403 2.3921 0.2444
84 H 4.8657 1.4148 1.1130
85 H 3.9618 2.5716 2.1805
86 H 0.0431 4.7147 0.0968
87 H 5.5164 2.7914 -1.3780
88 H 5.1391 -3.5045 2.2051
89 H 0.2365 -1.4868 -2.2481
90 C -1.0913 0.2916 -2.2113
91 C -2.3465 -2.9991 1.8459
92 C 3.0657 2.4590 0.0400
93 H -0.5771 2.6280 0.1773
94 P 4.9645 1.4819 -1.6784

Properties
- Largest force on an atom: 0.1503 hartree/bohr
- LUMO energy: -0.2 eV
- Charge: 0
- Orbital gap: 0.3343 Eh

These are the Mulliken partial charges, in e, on atoms 1 to 4: C 0.614; O -0.344; O -0.538; C -0.235


Entry 6:
Formula: C47H43InN2O2P2Se2Te2
Source: the OMol25 dataset
Level of theory: wB97M-V/def2-TZVPD

Cartesian coordinates (Å):
1 H -3.6621 6.7044 0.1539
2 H 0.0808 -0.7118 -1.0306
3 C -3.3775 3.3281 0.2111
4 C 3.1649 0.9009 2.5089
5 H 4.6129 -3.3139 1.4171
6 C -1.5194 -1.7091 -3.1190
7 C -4.5251 3.0364 0.9482
8 C 0.2140 3.7049 -3.6932
9 C -5.0660 5.3723 1.0761
10 Se -0.9899 0.5282 4.7302
11 C -2.4177 -0.1166 -5.1823
12 C -4.1536 -2.5152 4.0717
13 H -2.7750 0.5235 -5.9790
14 C 4.4091 0.3694 2.2008
15 H 5.5226 -4.1022 -2.2663
16 C -3.0701 4.6600 -0.0604
17 C -3.9129 5.6730 0.3660
18 C 1.8318 0.3543 2.0673
19 N -2.7947 -0.4161 -1.4969
20 C -2.3827 -0.6490 -2.8146
21 H -2.5056 -2.4070 -0.9302
22 H 6.0869 -3.3703 0.4328
23 H -2.1614 4.9081 -0.5914
24 C 0.3607 -3.0542 1.4061
25 C -2.8155 0.1469 -3.8823
26 N 4.5290 -0.8391 1.4807
27 H 1.9320 3.1504 -2.5374
28 C -3.3940 -1.7253 3.2211
29 H -0.1398 -3.4082 2.2956
30 H -4.6772 -2.0655 4.9051
31 C 1.7445 -2.0383 -0.7848
32 H 2.0413 -4.3497 1.6708
33 C 3.6530 0.0168 -0.6366
34 H 3.2731 -3.4525 -0.2765
35 C -0.2131 -2.0525 0.6282
36 H -3.4806 0.9835 -3.7286
37 Se -0.4542 3.8811 2.2554
38 C 4.2069 2.6502 3.8153
39 C -1.5808 -1.1828 -5.4716
40 H 0.7956 4.1253 -4.5035
41 C 3.3931 -0.1963 -1.9786
42 H 3.4451 0.9763 -0.1818
43 H -3.3396 -0.6574 3.3886
44 H -4.2354 0.5957 -0.3843
45 H -3.6269 -5.5252 2.6171
46 C 3.0740 2.0317 3.3199
47 H -3.8225 -1.5675 -0.1050
48 C 4.4504 -2.2665 -0.4547
49 H 6.5220 0.5673 2.4912
50 P -2.2237 1.9699 -0.1902
51 In -0.6054 1.1778 2.2062
52 H -0.4627 -2.7973 -4.6181
53 H 0.6192 2.1768 -0.7031
54 C -4.2279 -3.8829 3.8593
55 C -1.1345 -1.9710 -4.4230
56 O 1.2354 -0.4775 2.7634
57 C -3.5579 -4.4583 2.7880
58 H -2.2838 -4.1293 1.1016
59 H -1.1136 -2.3336 -2.3351
60 P -1.7574 -1.1916 1.0551
61 H 4.1113 3.5334 4.4328
62 C -5.3680 4.0520 1.3711
63 C -1.1742 3.7332 -3.7431
64 C 4.2026 -2.4588 -1.8140
65 C 4.9923 -3.3875 0.3972
66 H -3.8249 1.3771 -1.9025
67 H 3.8226 -4.5587 -2.1246
68 H -1.6736 4.1789 -4.5943
69 H -4.8149 -4.5035 4.5240
70 C -2.6941 -2.2986 2.1624
71 H -2.9985 3.2751 -2.7291
72 H 3.4915 -1.5605 -3.6276
73 C 3.6752 -1.4159 -2.5697
74 H 4.3862 -3.6956 -3.5561
75 H -1.2818 -1.3907 -6.4899
76 C -1.9165 3.2127 -2.6996
77 C 5.5490 0.9904 2.7141
78 H -5.7205 6.1656 1.4130
79 C -3.4135 0.8114 -1.0733
80 C 0.8526 3.1501 -2.5976
81 C -2.7974 -3.6722 1.9381
82 C 0.1125 2.6065 -1.5551
83 C 0.4970 -1.5349 -0.4579
84 C -1.2784 2.6376 -1.5989
85 C 1.6032 -3.5665 1.0649
86 C -2.8051 -1.4547 -0.5021
87 C 4.5022 -3.7786 -2.4769
88 C 5.4523 2.1190 3.5080
89 H 2.3024 -1.6180 -1.6139
90 H 6.3524 2.5791 3.8954
91 O 1.2627 0.9427 1.0717
92 H 5.3329 -1.3786 1.7565
93 Te -2.2921 2.5346 5.4429
94 H 2.0931 2.4167 3.5704
95 H -6.2578 3.8133 1.9395
96 H 2.9845 0.6016 -2.5835
97 H 4.6939 -4.3566 0.0013
98 C 4.2027 -1.0101 0.1281
99 Te -0.4380 4.3823 4.6993
100 C 2.2936 -3.0634 -0.0275
101 H -4.7576 2.0108 1.2128

Properties
- Largest force on an atom: 0.0515 hartree/bohr
- LUMO energy: -0.3 eV
- Charge: 0
- Orbital gap: 0.2484 Eh

These are the Mulliken partial charges, in e, on atoms 1 to 4: H 0.420; H 0.140; C 0.533; C 0.665